# 1
DFT (ωB97M-V/def2-TZVPD) results for C25H25N7O5Rb as an isolated structure.

Geometry (Å):
Rb: -1.72 1.07 -1.58
C: 0.99 5.56 -0.86
C: -0.23 4.68 -0.73
O: -0.18 3.46 -0.81
N: -1.40 5.33 -0.50
C: -2.66 4.61 -0.36
C: -2.75 3.83 0.93
C: -2.79 4.48 2.17
C: -2.86 3.71 3.32
C: -2.88 2.33 3.20
C: -2.85 1.77 1.93
N: -2.79 2.51 0.82
H: 1.80 4.97 -1.27
H: 1.28 5.92 0.13
H: 0.80 6.42 -1.50
H: -1.40 6.34 -0.52
H: -2.80 3.93 -1.20
H: -3.46 5.35 -0.41
H: -2.76 5.56 2.22
H: -2.88 4.18 4.29
H: -2.92 1.69 4.07
H: -2.86 0.70 1.77
C: 4.15 -3.28 -2.72
O: 4.75 -3.42 -1.45
C: 3.93 -3.75 -0.41
C: 4.52 -3.77 0.85
C: 3.76 -4.09 1.96
C: 2.40 -4.36 1.84
C: 1.82 -4.37 0.58
C: 2.58 -4.07 -0.55
N: 1.71 -4.75 3.04
N: 0.54 -4.38 3.29
C: -0.16 -3.44 2.49
C: -1.50 -3.72 2.27
C: -2.29 -2.98 1.41
C: -1.79 -1.83 0.73
O: -2.48 -1.12 -0.04
C: -0.40 -1.46 1.07
N: 0.06 -0.31 0.52
C: 1.26 0.11 0.83
C: 2.10 -0.56 1.73
C: 1.66 -1.73 2.28
C: 0.39 -2.25 1.94
H: 4.94 -2.96 -3.40
H: 3.35 -2.54 -2.71
H: 3.75 -4.24 -3.08
H: 5.57 -3.54 0.94
H: 4.21 -4.13 2.94
H: 0.77 -4.59 0.46
H: 2.11 -4.08 -1.52
H: -1.91 -4.59 2.77
H: -3.32 -3.25 1.23
H: 1.58 1.04 0.37
H: 3.07 -0.15 1.98
H: 2.28 -2.27 3.00
N: -0.97 0.22 -4.61
N: -1.89 0.88 -5.46
C: -2.92 1.68 -4.82
O: -3.94 1.83 -5.52
O: -2.64 2.13 -3.69
H: -0.09 0.14 -5.10
H: -1.29 -0.72 -4.40
H: -2.32 0.28 -6.15

Results
Charge: -1
LUMO level (Ha): 0.0679
Gap between HOMO and LUMO (eV): 5.8931
Spin multiplicity: 1

***

# 2
DFT (ωB97M-V/def2-TZVPD) results for C30H25P2S2V as an isolated structure.

Geometry (Å):
V: -0.14 -0.11 0.12
C: -1.28 0.58 1.90
C: -0.13 -0.10 2.37
C: -0.24 -1.48 2.03
C: -1.45 -1.65 1.34
C: -2.09 -0.38 1.24
H: -1.50 1.62 2.03
H: 0.69 0.35 2.91
H: 0.49 -2.24 2.25
H: -1.83 -2.57 0.94
H: -3.03 -0.19 0.76
S: 2.16 -0.34 0.32
P: 2.06 1.46 -0.66
C: 0.36 1.22 -1.07
P: -0.37 0.57 -2.53
S: -1.16 -1.10 -1.63
C: -1.62 1.66 -3.16
C: -2.04 2.76 -2.42
C: -3.04 3.58 -2.92
C: -3.62 3.28 -4.15
C: -3.21 2.18 -4.88
C: -2.20 1.36 -4.40
C: 0.77 0.12 -3.82
C: 1.19 1.11 -4.72
C: 2.07 0.77 -5.73
C: 2.52 -0.54 -5.85
C: 2.11 -1.51 -4.96
C: 1.24 -1.19 -3.93
C: 2.22 2.85 0.44
C: 3.50 3.18 0.89
C: 3.65 4.23 1.78
C: 2.54 4.95 2.20
C: 1.27 4.63 1.74
C: 1.11 3.57 0.86
C: 3.24 1.61 -1.98
C: 3.94 0.50 -2.45
C: 4.87 0.67 -3.46
C: 5.09 1.93 -4.00
C: 4.39 3.03 -3.53
C: 3.46 2.88 -2.52
H: -1.58 2.99 -1.47
H: -3.37 4.44 -2.36
H: -4.41 3.92 -4.53
H: -3.67 1.95 -5.83
H: -1.87 0.50 -4.97
H: 0.82 2.12 -4.63
H: 2.40 1.53 -6.43
H: 3.20 -0.80 -6.66
H: 2.46 -2.53 -5.07
H: 0.91 -1.95 -3.24
H: 4.37 2.62 0.56
H: 4.64 4.49 2.14
H: 2.67 5.78 2.88
H: 0.42 5.21 2.06
H: 0.12 3.32 0.49
H: 3.77 -0.48 -2.03
H: 5.43 -0.18 -3.82
H: 5.83 2.05 -4.78
H: 4.58 4.01 -3.95
H: 2.94 3.75 -2.13

Results
Charge: +2
LUMO level (spin up / spin down) (Ha): -0.2887 / -0.2880
Gap between HOMO and LUMO (spin up / spin down) (eV): 7.0052 / 7.0236
Spin multiplicity: 1

***

# 3
DFT (ωB97M-V/def2-TZVPD) results for C6H13N2O3Te4V as an isolated structure.

Geometry (Å):
V: 0.12 0.81 0.99
N: 1.50 -1.06 1.77
C: 2.51 -0.57 2.75
C: 3.35 0.52 2.07
C: 2.31 1.35 1.39
O: 2.12 1.28 0.15
O: 1.40 1.87 2.13
H: 0.95 -1.80 2.18
H: 1.99 -1.43 0.97
H: 3.14 -1.37 3.14
H: 1.96 -0.12 3.58
H: 4.02 0.09 1.33
H: 3.93 1.08 2.80
Te: -0.82 3.01 -0.15
Te: -3.39 2.14 -0.32
Te: -3.76 1.92 2.34
Te: -1.73 0.22 2.90
C: -0.87 0.38 -2.98
N: -1.65 -0.65 -2.31
C: -2.55 -1.43 -3.15
C: -1.44 -0.99 -1.06
O: -0.64 -0.45 -0.29
H: -1.55 1.07 -3.47
H: -0.22 -0.08 -3.72
H: -0.29 0.94 -2.25
H: -3.21 -0.76 -3.69
H: -3.16 -2.09 -2.53
H: -1.98 -2.03 -3.87
H: -2.05 -1.82 -0.69

Results
<S²>: 2.05
LUMO level (spin up / spin down) (Ha): -0.0127 / -0.0053
Gap between HOMO and LUMO (spin up / spin down) (eV): 6.2770 / 6.5155
Spin multiplicity: 3

***

These records have F_max values of 0.646 0.620 0.658 eV/Å, in the order they appear.
These records have electronic energy values of -47656.2625 -97437.9490 -70419.0119 eV, in the order they appear.